1.
Below is a gas-phase ion, H3N2O2S (charge -1), with properties calculated with ωB97M-V with the def2-TZVPD basis set.

Calculated values
Frontier orbital gap: 7.9582 eV
E_tot: -659.962623 Eh
LUMO energy: 4.31 eV
HOMO: -3.6442 eV
Total charge: -1

Positions of all 8 atoms, in Å:
N1 -0.37336 -1.48403 0.20352
S1 0.65834 0.01324 0.23439
N2 -0.65932 1.20047 -0.30487
O1 1.02211 0.64950 1.50632
O2 1.69928 0.08457 -0.78992
H1 0.11380 -2.32489 0.03556
H2 -0.91047 0.77211 -1.13919
H3 -1.55038 1.08902 0.25419

Löwdin population analysis, charges in e, atoms 1 to 4: N -0.299; S 0.493; N -0.140; O -0.455


2.
Below is 7 unconnected molecules or ions with the total composition C23H54NO19S4, with properties calculated with ωB97M-V with the def2-TZVPD basis set.

Calculated values
Frontier orbital gap: 10.5063 eV
E_tot: -3985.074164 Eh
LUMO energy: -1.77 eV
HOMO: -12.2729 eV
Total charge: +1

Positions of all 101 atoms, in Å:
C1 -1.00707 -0.53766 0.42525
N1 -1.42649 -0.09378 -0.89351
C2 -0.90832 1.28559 -1.07490
C3 -0.96218 -0.89725 -2.00613
C4 -2.94604 0.02196 -0.96859
C5 -3.69068 0.83208 0.11683
O1 -5.02333 0.28820 0.14006
H1 0.16586 -0.26811 0.58635
H2 -1.23367 -1.55034 0.46712
H3 -1.34725 0.03306 1.27539
H4 -0.75276 1.54465 -2.07709
H5 0.10245 1.22584 -0.69147
H6 -1.47841 2.06117 -0.64353
H7 0.21258 -0.80923 -2.10170
H8 -1.33357 -0.68876 -2.98475
H9 -1.18786 -2.04821 -1.69235
H10 -3.14891 -1.03436 -1.20567
H11 -3.11408 0.28561 -1.88720
H12 -3.84833 1.80983 -0.14116
H13 -3.38905 0.68296 1.17641
H14 -5.29059 0.45972 0.96899
O2 1.41177 -1.03171 2.35967
S1 2.43021 -2.10354 2.58017
O3 3.61030 -2.03890 1.69017
O4 2.91156 -1.96034 4.13282
C6 2.66063 -0.66618 4.69433
C7 3.55566 -0.64330 5.84899
C8 1.66654 -3.76304 2.61989
H15 1.57816 -0.63779 4.85054
H16 3.03820 -0.04572 3.99347
H17 4.46393 -0.62404 5.24756
H18 3.48266 -1.45944 6.79120
H19 3.43759 0.23262 6.34097
H20 0.90213 -3.62085 3.26846
H21 2.25111 -4.63717 2.89580
H22 1.35137 -3.97478 1.69437
O5 0.64864 -2.94731 -4.02450
S2 1.91479 -2.93573 -3.35634
O6 1.94953 -2.53220 -1.93055
O7 2.27839 -4.53542 -3.25680
C9 1.30956 -5.47155 -2.78192
C10 1.82412 -6.86563 -2.95188
C11 3.08277 -2.13046 -4.31162
H23 0.26338 -5.28915 -3.30089
H24 0.99000 -5.63116 -1.88210
H25 1.11509 -7.43229 -2.49709
H26 2.74229 -6.85943 -2.48996
H27 2.03345 -7.03575 -4.02233
H28 3.99807 -2.53999 -3.79364
H29 2.94292 -1.03544 -4.40295
H30 3.25738 -2.42862 -5.40072
O8 -2.18577 1.59569 3.73682
S3 -1.26191 2.63946 3.38202
O9 -0.54587 2.53978 2.11926
O10 -1.95357 4.12183 3.52554
C12 -3.28121 4.13237 3.00069
C13 -3.93444 5.55559 3.16520
C14 -0.06338 2.82948 4.68165
H31 -3.87675 3.45300 3.62397
H32 -3.36734 3.83773 2.07216
H33 -5.01356 5.50354 3.24812
H34 -3.49115 6.29441 2.56888
H35 -3.53192 5.91622 3.99411
H36 0.69997 1.93561 4.37117
H37 -0.76735 2.65949 5.67563
H38 0.30998 3.57851 4.48693
O11 -1.57340 6.75229 -1.34159
S4 -1.44072 5.40392 -0.94795
O12 -2.61830 4.61742 -0.47978
O13 -0.89076 4.60483 -2.20107
C15 0.27831 5.01098 -2.72061
C16 0.63060 4.78313 -4.21003
C17 -0.28154 5.10161 0.29623
H39 1.20222 4.58102 -2.13187
H40 0.74641 5.78783 -2.33624
H41 0.99421 5.55659 -4.68790
H42 -0.35682 4.57347 -4.65009
H43 1.34601 4.11977 -4.30575
H44 -0.74233 5.45662 1.26955
H45 0.48722 5.66863 0.19048
H46 0.03559 4.18183 0.39209
C18 3.74327 2.17777 -0.79130
C19 4.21093 0.73601 -1.04008
O14 3.36943 0.29030 -2.00579
C20 2.46251 1.20641 -2.33670
O15 1.56921 1.03918 -3.18122
O16 2.70485 2.31634 -1.66550
H47 4.57902 2.92510 -1.04184
H48 3.43357 2.33724 0.20921
H49 4.07616 0.05803 -0.32806
H50 5.19347 0.75178 -1.55529
C21 -3.82830 -5.51603 -0.68492
C22 -2.79209 -6.31056 -1.43723
O17 -1.57184 -5.87539 -0.94752
C23 -1.76223 -4.96978 -0.07220
O18 -0.82400 -4.41402 0.49707
O19 -3.03464 -4.67040 0.03617
H51 -4.31086 -6.25672 0.10470
H52 -4.67616 -4.94174 -1.23298
H53 -2.73841 -6.15880 -2.46158
H54 -2.85089 -7.47605 -1.24603

Löwdin population analysis, charges in e, atoms 1 to 4: C 0.003; N -0.365; C 0.008; C -0.017


3.
Below is 7 unconnected molecules or ions with the total composition C28H77N7O7, with properties calculated with ωB97M-V with the def2-TZVPD basis set.

Calculated values
Frontier orbital gap: 8.9551 eV
E_tot: -2022.268764 Eh
LUMO energy: 0.54 eV
HOMO: -8.4137 eV
Total charge: 0

Positions of all 119 atoms, in Å:
C1 -2.39853 -0.15670 4.37350
O1 -1.01653 -0.32070 4.29850
C2 -0.44553 -0.34870 5.51750
C3 1.13147 -0.53570 5.22950
C4 1.49347 -1.85370 4.54350
N1 1.82847 -0.53270 6.53250
H1 -2.46453 0.62530 4.95450
H2 -2.85953 -1.04270 4.88950
H3 -3.13153 -0.00470 3.56450
H4 -0.84753 0.49630 6.15650
H5 -0.76253 -1.27670 5.94150
H6 1.47647 0.30530 4.83150
H7 1.23547 -2.78670 5.13850
H8 2.56947 -1.93970 4.25350
H9 0.95847 -2.03370 3.68350
H10 1.72047 0.36030 7.15050
H11 1.74347 -1.16570 7.28750
C5 3.28247 2.58230 -1.00950
O2 3.25647 1.69730 -2.10850
C6 3.86947 2.17230 -3.34650
C7 3.93947 1.16530 -4.40850
C8 5.07647 0.05530 -4.11550
N2 4.30747 1.87730 -5.59450
H12 2.79547 3.45530 -1.29250
H13 4.31847 2.82130 -0.81950
H14 2.81047 1.89730 -0.24850
H15 3.28947 3.05930 -3.71750
H16 4.89347 2.59030 -2.83250
H17 3.01147 0.55430 -4.44650
H18 5.28247 -0.61370 -4.86150
H19 4.94947 -0.36170 -3.20050
H20 5.95847 0.80230 -4.17450
H21 4.09647 1.03830 -6.31850
H22 3.77247 2.74230 -5.69350
C9 -1.80153 -3.86670 3.76550
O3 -2.94353 -4.10070 2.97950
C10 -2.71953 -4.55670 1.63450
C11 -3.96253 -5.06670 1.01450
C12 -4.52553 -6.20270 1.66250
N3 -3.69753 -5.54770 -0.46350
H23 -1.92153 -3.17370 4.61250
H24 -1.01753 -3.38370 3.28250
H25 -1.23453 -4.94670 3.90050
H26 -2.36653 -3.60170 1.05650
H27 -1.92053 -5.32870 1.77750
H28 -4.52053 -4.13070 0.86750
H29 -3.95453 -6.81670 1.70450
H30 -5.19453 -6.59970 1.06450
H31 -4.96953 -6.17170 2.59350
H32 -3.06453 -6.34770 -0.29250
H33 -3.36153 -4.67170 -0.90550
C13 0.36847 7.54530 4.18150
O4 0.03847 6.32330 3.48450
C14 0.50047 5.09430 4.01650
C15 0.42147 4.02430 2.76650
C16 0.69947 2.57630 3.15450
N4 1.34447 4.49130 1.66650
H34 -0.03053 7.38830 5.30450
H35 -0.13753 8.44130 3.71750
H36 1.36647 7.86630 4.09350
H37 1.54647 5.18030 4.39950
H38 0.07947 4.54930 4.86250
H39 -0.54653 4.04230 2.42750
H40 1.23547 1.79730 2.40350
H41 -0.29253 2.10430 3.61850
H42 1.41247 2.62130 4.06050
H43 2.19847 4.45930 2.03350
H44 1.28947 5.37830 1.40550
C17 -1.19753 -0.38770 1.15750
O5 -0.45753 -0.87870 -0.02950
C18 0.92847 -1.05970 0.30650
C19 1.77947 -1.65270 -0.81350
C20 1.68447 -3.11970 -1.08450
N5 3.24247 -1.19770 -0.74850
H45 -0.82553 0.42930 1.50350
H46 -1.11653 -1.04870 1.88750
H47 -2.26453 -0.45570 0.75150
H48 1.29147 0.06030 0.32050
H49 1.03147 -1.52970 1.31250
H50 1.39147 -1.05970 -1.69350
H51 2.29247 -3.26770 -2.10750
H52 0.81547 -3.60570 -0.94850
H53 1.97947 -3.62270 -0.16350
H54 3.11947 -0.13970 -0.97150
H55 3.66047 -1.60570 -1.60650
C21 -0.76153 -0.66570 -5.87150
O6 -1.03453 -1.94970 -5.13350
C22 -1.22153 -1.69670 -3.71850
C23 -1.69553 -3.00670 -3.13350
C24 -2.83953 -3.66670 -3.91250
N6 -2.06553 -2.70770 -1.77950
H56 -0.26653 -0.77870 -6.79250
H57 -0.20053 -0.03570 -5.12250
H58 -1.77153 -0.20970 -6.17650
H59 -0.63753 -1.15070 -3.18950
H60 -2.15153 -1.14970 -3.88050
H61 -0.89853 -3.79570 -3.27350
H62 -3.61653 -3.00170 -3.93250
H63 -3.26653 -4.37670 -3.36950
H64 -2.69653 -3.81670 -5.01450
H65 -2.78753 -2.24370 -1.37350
H66 -1.32153 -2.55670 -1.05050
C25 0.23147 2.98630 -5.30150
O7 -0.59553 2.48430 -4.18750
C26 -0.64453 3.23030 -3.06450
C27 -1.10153 2.37030 -1.77450
C28 -2.56653 1.99230 -2.03350
N7 -1.06853 3.14530 -0.56050
H67 -0.08953 3.88330 -5.53050
H68 0.14447 2.22130 -6.26250
H69 1.39247 2.99330 -5.15850
H70 0.31047 3.55230 -2.65450
H71 -1.25453 3.99830 -3.32750
H72 -0.43253 1.46030 -1.68050
H73 -3.15953 1.36130 -1.30750
H74 -2.64553 1.36530 -2.82850
H75 -3.13853 2.83430 -2.32550
H76 -0.19653 3.76030 -0.53650
H77 -0.76653 2.61830 0.17750

Löwdin population analysis, charges in e, atoms 1 to 4: C -0.099; O -0.228; C -0.212; C -0.345


4.
Below is a molecular structure, C53H59AuGeIO5S3Sb, with properties calculated with ωB97M-V with the def2-TZVPD basis set.

Calculated values
Frontier orbital gap (alpha / beta): 7.9776 / 5.9735 eV
E_tot: -6376.185358 Eh
LUMO energy (alpha / beta): 0.35 / -2.23 eV
HOMO (alpha / beta): -7.6232 / -8.2013 eV
2S+1: 3
Total charge: 0

Positions of all 124 atoms, in Å:
Au1 -0.30839 -0.21410 -0.87029
O1 -1.74822 -1.56975 -0.45283
C1 -1.73742 -2.85378 -1.00328
C2 -0.50202 -3.63699 -0.51959
C3 0.58978 -3.12286 0.11206
C4 1.63718 -4.07205 0.29301
C5 1.32826 -5.29122 -0.20935
S1 -0.23984 -5.30546 -0.90024
C6 -1.61354 -2.79564 -2.53552
C7 -0.46407 -2.59948 -3.24421
C8 -0.67972 -2.49273 -4.64478
C9 -1.99179 -2.62127 -4.97756
S2 -2.97117 -2.87376 -3.59451
C10 -3.07424 -3.49517 -0.60357
C11 -4.07191 -2.86896 0.08210
C12 -5.20586 -3.69384 0.32355
C13 -5.05519 -4.93901 -0.19418
S3 -3.54122 -5.11714 -0.97450
H1 0.65239 -2.09427 0.44579
H2 2.58469 -3.84626 0.76262
H3 1.91898 -6.19432 -0.20320
H4 0.51293 -2.54393 -2.78016
H5 0.11160 -2.33678 -5.36453
H6 -2.44170 -2.58550 -5.95821
H7 -4.00018 -1.84295 0.41173
H8 -6.08608 -3.37029 0.86264
H9 -5.73799 -5.77354 -0.15097
I1 5.08811 6.30304 1.51566
C14 4.22894 4.57093 0.69192
C15 3.22816 3.91206 1.39036
C16 2.63376 2.79801 0.81898
C17 3.03840 2.33429 -0.42857
C18 4.06741 2.98219 -1.09318
C19 4.66017 4.11202 -0.54073
C20 2.31284 1.15022 -1.02879
O2 2.90926 0.15367 -1.37617
O3 1.01728 1.34235 -1.14870
H10 2.90226 4.27099 2.35860
H11 1.82834 2.29459 1.33319
H12 4.39798 2.61792 -2.05855
H13 5.44953 4.62612 -1.07204
C21 -2.41640 5.29163 -1.40419
C22 -1.26121 4.30273 -1.47993
C23 -0.14601 4.71501 -0.52574
C24 -0.69501 4.19101 -2.89026
Sb1 -1.93823 2.24143 -0.87808
C25 -3.38751 2.49084 0.82879
C26 -3.67742 1.05149 1.28250
C27 -2.61653 3.26134 1.89519
C28 -4.68878 3.18471 0.46132
C29 -3.23180 1.61622 -2.58573
C30 -2.30883 1.09999 -3.68440
C31 -4.11916 2.74803 -3.09290
C32 -4.10293 0.48115 -2.06022
H14 -2.06574 6.25854 -1.78447
H15 -2.74287 5.44502 -0.37400
H16 -3.27288 4.99046 -2.00654
H17 0.15007 5.74835 -0.74425
H18 0.72796 4.07911 -0.65648
H19 -0.45130 4.67084 0.52170
H20 -0.17941 5.12592 -3.13918
H21 -1.47096 4.03444 -3.63958
H22 0.03639 3.38191 -2.95564
H23 -2.52515 -0.53405 0.88395
H24 -4.35754 0.58183 0.56925
H25 -4.18512 1.08870 2.25641
H26 -1.65275 2.78804 2.09704
H27 -3.18798 3.28978 2.83049
H28 -2.44005 4.29432 1.58922
H29 -5.30330 2.57409 -0.20241
H30 -4.51879 4.14931 -0.01659
H31 -5.26844 3.36776 1.37397
H32 -1.67344 1.88640 -4.09505
H33 -2.90837 0.68774 -4.50295
H34 -1.66385 0.30004 -3.31178
H35 -3.54847 3.53431 -3.58724
H36 -4.71101 3.19336 -2.29174
H37 -4.81378 2.33454 -3.83322
H38 -3.50533 -0.30283 -1.59008
H39 -4.65345 0.02764 -2.88921
H40 -4.83749 0.84742 -1.33863
O4 -2.50053 0.28126 1.42792
C33 0.14000 0.61244 2.40382
O5 0.52008 -0.35902 1.85821
C34 -0.22228 0.87846 3.83993
C35 0.36103 -0.02703 4.95167
Ge1 1.25083 -1.75545 4.55647
C36 2.89723 -1.49240 3.53417
C37 3.55575 -0.26486 3.54372
C38 4.71223 -0.07749 2.80044
C39 5.22109 -1.11437 2.03078
C40 4.58192 -2.34581 2.02369
C41 3.42704 -2.53110 2.77209
C42 1.86880 -2.35814 6.33634
C43 2.90328 -3.29160 6.42505
C44 3.37544 -3.72656 7.65565
C45 2.83026 -3.21887 8.82708
C46 1.80758 -2.28349 8.75914
C47 1.32833 -1.86610 7.52375
C48 0.02832 -3.12918 3.88909
C49 0.35006 -4.47417 4.06429
C50 -0.50416 -5.47176 3.61486
C51 -1.70096 -5.13455 2.99756
C52 -2.04127 -3.79878 2.83455
C53 -1.17795 -2.80338 3.27082
H41 -1.31180 0.77617 3.80240
H42 -0.01881 1.92830 4.05270
H43 -0.45080 -0.25797 5.64344
H44 1.10517 0.53374 5.51973
H45 3.16244 0.55970 4.13171
H46 5.21116 0.88477 2.81155
H47 6.09888 -0.95471 1.41824
H48 4.97688 -3.15833 1.42537
H49 2.91779 -3.49002 2.76109
H50 3.35862 -3.67385 5.51636
H51 4.17472 -4.45653 7.70138
H52 3.20392 -3.54844 9.78863
H53 1.38479 -1.87656 9.66969
H54 0.51982 -1.14382 7.49303
H55 1.27247 -4.74934 4.56514
H56 -0.23592 -6.51246 3.74987
H57 -2.36450 -5.90978 2.63458
H58 -2.97900 -3.53145 2.36250
H59 -1.44579 -1.76232 3.11491

Löwdin population analysis, charges in e, atoms 1 to 4: Au 0.975; O -0.368; C -0.564; C -0.459


The lowest E_tot belongs to which entry?
C53H59AuGeIO5S3Sb


Which of these has the lowest E_tot?
C53H59AuGeIO5S3Sb